No. 1
This record from OMol25 describes a gas-phase ion, C5H6N2OP (charge +1). The level of theory is the ωB97M-V functional and the def2-TZVPD basis.

Summary:
**Energy above the lowest of the compared OMol25 structures with the same formula, charge and spin**: 64.0 kJ/mol
**Total energy**: -719.8342 a.u.
**SMILES string**: [NH3+][C@@]1([O-])CC=[N+]=C2P=C21
**Lowest unoccupied orbital energy**: -5.7 eV

```
! RIJCOSX wB97M-V def2-TZVPD def2/J DEFGRID3
* xyz 1 1
N -1.2197 -1.6353 0.3613
C -0.0473 -0.5229 -0.3789
O 0.2413 -0.9691 -1.4970
C -0.6314 0.8946 -0.2003
C 0.4293 1.9645 -0.1448
N 1.6790 1.8145 0.0955
C 2.0374 0.5353 0.2964
P 2.9835 -0.9035 0.3502
C 1.2414 -0.6228 0.3519
H -1.6903 -2.0650 -0.4381
H -1.9099 -1.2043 0.9748
H -0.7160 -2.3654 0.8661
H -1.2041 0.9930 0.7261
H -1.2900 1.1069 -1.0436
H 0.0970 2.9794 -0.3196
*
```

Atom charges from the Löwdin analysis, given in e for atoms 1 to 6: 0.22 -0.65 0.04 -0.04 -0.03 0.11


No. 2
This record from OMol25 describes 14 unconnected molecules or ions with the total composition C34H96O14. The level of theory is the ωB97M-V functional and the def2-TZVPD basis.

Summary:
**Energy above the lowest of the compared OMol25 structures with the same formula, charge and spin**: 299.8 kJ/mol
**Total energy**: -2406.2266 a.u.
**Lowest unoccupied orbital energy**: 0.1 eV

```
! RIJCOSX wB97M-V def2-TZVPD def2/J DEFGRID3
* xyz 0 1
C -4.2480 -6.6546 18.0394
C -5.2183 -5.6705 17.3652
C -5.8081 -4.6501 18.3549
O -4.5538 -4.8868 16.3679
H -3.2879 -6.2230 18.3223
H -4.0648 -7.5344 17.4226
H -4.6493 -7.0581 18.9690
H -5.9948 -6.2088 16.8216
H -6.4900 -5.0666 19.0963
H -6.4153 -3.8911 17.8616
H -4.9939 -4.1253 18.8547
H -5.1478 -4.2952 15.9002
C -9.3087 -4.7437 24.3869
C -10.7949 -4.2806 24.4799
C -11.5789 -4.7379 25.7294
O -10.7610 -2.8824 24.3946
H -8.7146 -4.2932 25.1820
H -8.7960 -4.4427 23.4734
H -9.2577 -5.8211 24.5445
H -11.3247 -4.6748 23.6127
H -11.2262 -4.2796 26.6534
H -11.3552 -5.7664 26.0126
H -12.6464 -4.5212 25.7692
H -10.3159 -2.6460 23.5776
C -8.8696 -10.7626 23.1171
C -8.8282 -9.8594 24.3751
C -7.4568 -9.5036 24.9228
O -9.5255 -8.6550 24.0193
H -8.2194 -10.4775 22.2900
H -9.8013 -10.7261 22.5526
H -8.6693 -11.8078 23.3527
H -9.4005 -10.3543 25.1597
H -7.6174 -8.6545 25.5871
H -6.7833 -9.1775 24.1302
H -6.9724 -10.2863 25.5067
H -9.0990 -8.2026 23.2878
C -8.7878 -8.7791 16.4587
C -8.5855 -10.0777 15.6658
C -7.0665 -10.2160 15.3576
O -9.0506 -11.0477 16.5736
H -8.5227 -7.9316 15.8267
H -8.1223 -8.7477 17.3214
H -9.7743 -8.6115 16.8909
H -9.1280 -10.0654 14.7204
H -6.8670 -11.1391 14.8134
H -6.3846 -10.1749 16.2069
H -6.6886 -9.3741 14.7775
H -8.5766 -11.8499 16.3426
C -13.8234 -8.2144 23.7505
C -13.1642 -9.6216 23.7750
C -12.4930 -9.9976 22.4526
O -12.2521 -9.6212 24.8341
H -14.1446 -7.8497 24.7262
H -14.6700 -8.2723 23.0663
H -13.0360 -7.5376 23.4188
H -13.9322 -10.3693 23.9732
H -11.9965 -9.1209 22.0369
H -13.2086 -10.3288 21.7001
H -11.8698 -10.8701 22.6485
H -11.5501 -9.0668 24.4858
C -10.2375 -5.2407 17.7600
C -11.2803 -6.2339 18.2848
C -11.6322 -6.2046 19.7783
O -12.5279 -6.0198 17.6278
H -9.2012 -5.3699 18.0721
H -10.4540 -4.1961 17.9838
H -10.2216 -5.3110 16.6724
H -10.9546 -7.2536 18.0793
H -10.6821 -6.2484 20.3107
H -12.1905 -7.0899 20.0829
H -12.1434 -5.2829 20.0560
H -13.0968 -6.7927 17.6044
C -10.6096 -12.4892 19.5750
C -11.4074 -11.3077 19.1635
C -10.8389 -9.9757 19.4411
O -11.4894 -11.3911 17.7386
H -9.5780 -12.3448 19.2540
H -10.9892 -13.3616 19.0432
H -10.7232 -12.7196 20.6343
H -12.4179 -11.3171 19.5719
H -11.4866 -9.1990 19.0345
H -9.8914 -9.7845 18.9373
H -10.7128 -9.8018 20.5098
H -10.6224 -11.1904 17.3787
C -4.0113 -10.8682 20.9071
C -5.4533 -11.2943 20.9536
C -6.1488 -10.7538 19.6645
O -5.6622 -12.7197 21.0293
H -3.5097 -11.1416 21.8354
H -3.8384 -9.8016 20.7637
H -3.4383 -11.3936 20.1431
H -5.9967 -10.8886 21.8071
H -7.1873 -11.0844 19.6424
H -5.6876 -11.1697 18.7688
H -6.1253 -9.6797 19.4803
H -5.4175 -12.9999 21.9143
C -2.7604 -9.9580 24.4631
C -2.6492 -8.4329 24.3772
C -1.2183 -7.9470 24.6820
O -3.0244 -7.9180 23.1040
H -3.7349 -10.2656 24.0839
H -2.7323 -10.3182 25.4915
H -1.9752 -10.4056 23.8538
H -3.3834 -8.0382 25.0795
H -1.1844 -6.9138 25.0274
H -0.5454 -8.0401 23.8296
H -0.8396 -8.4875 25.5496
H -2.3138 -8.0670 22.4760
C -10.5411 -2.1478 19.9683
C -9.2488 -2.5262 20.6203
C -7.9928 -2.0266 19.9169
O -9.2781 -2.0267 22.0107
H -10.5480 -2.4186 18.9125
H -10.7864 -1.0862 19.9999
H -11.4217 -2.6107 20.4137
H -9.2337 -3.6154 20.5834
H -8.0425 -2.0420 18.8281
H -7.1457 -2.6103 20.2771
H -7.9667 -0.9763 20.2073
H -8.3825 -2.0891 22.3505
C -5.2254 -5.6748 22.3107
O -5.4459 -7.0863 22.5120
H -5.0795 -5.2065 23.2840
H -4.3636 -5.6037 21.6471
H -6.1066 -5.1423 21.9530
H -4.6433 -7.4147 22.9239
C -6.5638 -2.4270 24.2653
O -6.7973 -2.4446 22.8626
H -6.1060 -1.4696 24.5137
H -7.4399 -2.5061 24.9090
H -5.8289 -3.1869 24.5310
H -5.9975 -2.2364 22.3741
C -5.9789 -6.1672 27.4947
O -5.6885 -4.8047 27.8369
H -6.3747 -6.1689 26.4791
H -5.0945 -6.8040 27.4739
H -6.6655 -6.6045 28.2196
H -6.4955 -4.2885 27.8990
C -7.9660 -7.7361 20.5351
O -8.0068 -7.5027 21.8896
H -6.9355 -7.6841 20.1837
H -8.4306 -8.6972 20.3149
H -8.5102 -6.9484 20.0143
H -7.1110 -7.2983 22.1677
*
```

Atom charges from the Löwdin analysis, given in e for atoms 1 to 6: -0.04 -0.46 -0.07 -0.06 0.08 0.07


No. 3
This record from OMol25 describes C4H7NO3 in the gas phase. The level of theory is the ωB97M-V functional and the def2-TZVPD basis.

Summary:
**Energy above the lowest of the compared OMol25 structures with the same formula, charge and spin**: 36.4 kJ/mol
**Expectation value of S²**: 2.024
**Total energy**: -436.9540 a.u.
**Lowest unoccupied orbital energy (alpha / beta)**: 0.5 / -0.2 eV

```
! RIJCOSX wB97M-V def2-TZVPD def2/J DEFGRID3
* xyz 0 3
C -0.6773 -0.1707 0.2690
C 0.2762 -1.2776 0.3653
C -2.1411 -0.3297 0.0900
C 2.2743 -0.0904 -0.1617
N -0.1871 1.0617 0.3908
O -2.9700 0.7198 0.1272
O -2.7025 -1.5032 -0.2022
O 1.5975 -1.2457 0.3035
H -0.0922 -2.2700 0.5748
H 1.7778 0.8053 0.2266
H 2.2569 -0.0681 -1.2555
H 3.3005 -0.1911 0.1840
H -0.8330 1.8019 0.1187
H -2.4644 1.5044 0.4130
H -3.6529 -1.3740 -0.3513
*
```

Atom charges from the natural (NBO) analysis, given in e for atoms 1 to 6: -0.01 0.13 0.53 -0.28 -0.64 -0.68


Q: Which max |F| values were calculated for the entries above? A: 2.4; 2.7; 3.0, in eV/Å.